Entry from the OMol25 dataset: a molecular structure, C8H7Cl2N3O4ScYb in a non-equilibrium geometry (the ωB97M-V functional and the def2-TZVPD basis).

For the LUMO energy (spin up / spin down), the calculation gives -17.093 / -18.296 eV. Its HOMO energy (spin up / spin down) is -22.123 / -22.123 eV. Its multiplicity is 2. The value obtained for the total energy is -3612.53903 Ha. As for the net charge: +4. As for the frontier orbital gap (spin up / spin down): 5.030 / 3.827 eV.

Element x y z (Å)
Yb: 3.1726 -1.4487 -1.9701
Sc: 0.7395 -1.2214 0.1285
Cl: 0.8548 -0.2126 -2.3612
Cl: 3.5323 -0.8538 0.5649
C: 1.1693 -1.9451 2.1250
C: 2.4545 -2.8777 -4.0217
C: 4.7238 -3.4869 -1.9047
O: 1.2396 -2.3336 3.2117
O: 2.1128 -3.3012 -5.0390
O: 5.5888 -4.2279 -1.7937
C: -3.9460 0.4861 1.2612
N: -2.5898 0.8871 0.8984
C: -2.3237 2.2471 0.7837
C: -1.0747 2.7340 0.4643
C: -0.0332 1.8135 0.3242
N: -0.3250 0.4862 0.5455
C: -1.5734 0.0219 0.7259
O: -1.5841 -1.2468 0.7259
N: 1.2458 2.1100 0.0514
H: -4.6607 0.8504 0.5183
H: -4.2183 0.9174 2.2313
H: -3.9876 -0.6155 1.3160
H: -3.1587 2.8902 0.9573
H: -0.8405 3.7785 0.3826
H: 1.4738 3.1209 -0.0476
H: 2.0080 1.4280 -0.0779

Results of the natural (NBO) charge analysis, in e, for atoms 1 through 6: number 1, Yb, carries 2.011; number 2, Sc, carries 1.642; number 3, Cl, carries -0.418; number 4, Cl, carries -0.426; number 5, C, carries 0.402; number 6, C, carries 0.386